Entry 1:
Here is C3H9N3O in the gas phase from OMol25. Energies are from ωB97M-V/def2-TZVPD.

Geometry as XYZ:
```
16
Properties=species:S:1:pos:R:3:mulliken_charge:R:1
C 1.38673 0.26622 0.58283 -1.169
C 0.09417 -0.08279 -0.07328 0.598
N -0.22894 -1.36471 -0.46845 -0.158
N 0.57888 -2.48180 -0.22446 -0.628
C -1.00287 0.75154 -0.22719 -0.162
N -1.03476 2.01071 0.43518 -0.546
O -1.70109 0.82057 -1.44429 -0.533
H 1.24651 0.52296 1.63467 0.261
H 2.16301 -0.49892 0.55210 0.395
H 1.80435 1.15100 0.09909 0.290
H -1.32999 -1.23621 -0.47212 0.334
H 0.48032 -2.82425 0.72824 0.224
H 1.55257 -2.29540 -0.44423 0.280
H -1.78438 2.57915 0.06196 0.248
H -1.15059 1.91707 1.43635 0.223
H -1.07391 0.76487 -2.17638 0.341
```

## Properties
M: 103.12 g/mol
Frontier orbital gap: 7.07 eV
Energy above the lowest of the compared OMol25 structures with the same formula, charge and spin: 97.40 kcal/mol
Structure (SMILES): C/C(NN)=C(\N)O
Charge: 0

Entry 2:
Here is a molecular structure, C4HGaLiO5 from OMol25. Energies are from ωB97M-V/def2-TZVPD.

Geometry as XYZ:
```
12
Properties=species:S:1:pos:R:3:mulliken_charge:R:1
O -1.77857 1.41912 1.30024 -0.215
O -0.05736 0.61686 0.03555 -0.283
O -2.10014 -0.17387 -0.16448 -0.161
C 2.15295 1.09798 0.08640 0.362
C 0.86229 1.64282 0.39143 -0.024
C -1.33419 0.65971 0.40393 0.895
H 3.01173 1.76038 0.29021 0.434
Ga -3.31335 0.57972 0.83103 0.576
O -0.13005 -2.79296 -0.98979 -0.169
C -0.47254 -3.86257 -0.84811 0.093
O 2.37853 -0.03671 -0.42060 -0.537
Li 0.78070 -0.91047 -0.91583 1.030
```

## Properties
M: 205.71 g/mol
Frontier orbital gap (spin up / spin down): 7.33 / 8.25 eV
Energy above the lowest of the compared OMol25 structures with the same formula, charge and spin: 0.00 kcal/mol
Multiplicity: 2
Charge: +2

Entry 3:
Here is a molecular structure, C18H32Br13NO3 from OMol25. Energies are from ωB97M-V/def2-TZVPD.

Geometry as XYZ:
```
67
Properties=species:S:1:pos:R:3:mulliken_charge:R:1
C 0.47304 3.72434 1.61861 -1.306
C 1.63657 2.73181 1.55406 0.034
C 2.39604 2.81337 0.24064 0.205
C 3.49392 1.73093 0.07424 -2.086
C 3.10522 0.67566 -0.99782 -1.245
C 2.09497 -0.32863 -0.37829 0.300
C 0.94854 -0.65581 -1.33396 -1.223
N -0.27175 -1.19369 -0.70129 0.044
O 0.08900 -1.77308 0.54763 -0.080
C -0.94450 -2.62107 1.00120 0.881
C -0.60946 -2.99590 2.45111 -0.577
C 0.89297 -3.26856 2.60203 -1.073
C -1.17128 -0.10525 -0.42398 0.158
O -0.88209 0.85483 0.20924 -0.364
O -2.36375 -0.33268 -0.97706 -0.441
C -3.45182 0.43976 -0.50572 -0.287
Br -3.37501 2.27426 -1.19839 -0.138
C -3.69083 0.31773 0.99521 0.281
C -4.51590 1.45902 1.59817 -1.571
H 0.05301 3.70942 2.62678 0.360
H -0.33722 3.41018 0.96139 0.387
H 0.80384 4.72931 1.35662 0.162
H 1.22469 1.73925 1.73967 -0.092
H 2.31974 2.92854 2.38842 0.350
H 2.90098 3.78003 0.19611 0.401
H 1.70433 2.72878 -0.60052 0.202
H 4.47864 2.16334 -0.03334 0.949
H 3.50220 1.13605 0.99344 0.571
H 3.96318 0.14576 -1.40634 0.551
H 2.54496 1.15560 -1.79270 0.562
H 2.59017 -1.26174 -0.11159 0.339
H 1.73413 0.10184 0.54908 -0.167
H 0.67097 0.22456 -1.91330 0.481
H 1.30535 -1.40000 -2.04886 0.390
H -1.00051 -3.55006 0.43198 -0.451
H -1.92574 -2.13964 1.01462 -0.039
H -1.20313 -3.85067 2.76216 0.391
H -0.81395 -2.09891 3.03902 0.288
H 1.45373 -2.34398 2.71016 0.202
H 1.10995 -3.88618 3.47372 0.399
H 1.28638 -3.80357 1.73618 0.278
H -4.31530 0.03327 -1.01869 0.506
H -2.76777 0.22844 1.56057 0.111
H -4.29053 -0.58445 1.13384 0.259
H -4.86595 1.13104 2.57608 0.433
H -5.37404 1.69990 0.97395 0.376
H -3.91197 2.35211 1.73461 0.345
C 3.45865 5.79058 2.91225 -0.083
Br 5.14450 5.02746 2.39085 -0.011
Br 3.63561 6.94911 4.43539 -0.036
Br 2.60374 6.67317 1.43920 -0.063
H 2.81668 4.97153 3.20470 0.142
C 5.00988 3.84053 -3.65792 -0.487
Br 6.22298 5.01961 -2.73263 -0.046
Br 4.32698 2.46144 -2.49292 0.262
Br 3.57744 4.81927 -4.49078 -0.037
H 5.57236 3.36699 -4.44901 0.357
C -3.05418 -6.06292 -0.84823 0.349
Br -1.15903 -5.82676 -1.08191 -0.033
Br -3.47004 -7.78249 -0.10185 -0.019
Br -3.83221 -4.63772 0.18343 0.007
H -3.50233 -6.02329 -1.83227 -0.343
C -4.86109 -6.15806 -4.97151 -0.390
Br -2.96757 -5.92789 -5.20096 0.014
Br -5.27841 -7.87798 -4.22318 0.011
Br -5.62806 -4.72948 -3.93835 0.012
H -5.30988 -6.11837 -5.95296 0.344
```

## Properties
M: 1349.21 g/mol
Frontier orbital gap: 8.71 eV
Energy above the lowest of the compared OMol25 structures with the same formula, charge and spin: 10.78 kcal/mol
Charge: 0

Entry 4:
Here is a molecular structure, C21H27CsN4O4S from OMol25. Energies are from ωB97M-V/def2-TZVPD.

Geometry as XYZ:
```
58
Properties=species:S:1:pos:R:3:mulliken_charge:R:1
Cs 0.05052 -0.22100 -0.03365 1.583
C 3.14339 -0.45795 1.33840 -0.956
C 2.50009 -0.22420 2.70012 -0.433
O 1.10116 -0.43346 2.61078 -0.335
C 0.29053 0.33297 3.48429 -0.877
C -0.10583 1.67912 2.89375 -0.082
O 1.08543 2.41473 2.67133 -0.227
C 0.95288 3.68098 2.07084 -0.670
C 0.42990 3.66221 0.62842 -0.659
O 0.92773 2.61267 -0.17227 -0.260
C 2.30927 2.62881 -0.48475 -0.766
C 3.16075 1.75587 0.42669 -0.533
O 2.69653 0.42414 0.32539 -0.134
H 2.89233 -1.45922 0.98031 0.323
H 4.23346 -0.39814 1.44786 0.360
H 2.71633 0.78423 3.05387 0.334
H 2.93979 -0.93788 3.40842 0.403
H 0.80265 0.49233 4.43911 0.355
H -0.61348 -0.25173 3.66122 0.391
H -0.75376 2.20869 3.60457 0.356
H -0.67048 1.53874 1.96622 -0.011
H 1.95604 4.11071 2.09883 0.349
H 0.29105 4.33345 2.65571 0.440
H 0.65747 4.63772 0.17945 0.397
H -0.65329 3.53512 0.61796 0.337
H 2.70529 3.65077 -0.47042 0.445
H 2.38931 2.24667 -1.50519 0.309
H 3.10520 2.11544 1.45579 0.366
H 4.20682 1.82032 0.09564 0.345
N -4.30216 -2.98653 0.11396 -0.425
C -3.08484 -2.39045 -0.03721 0.349
S -2.70315 -1.20218 1.13371 -0.681
N -2.42532 -2.88376 -1.07456 -0.784
N -1.20443 -2.41732 -1.35884 0.269
C -0.59999 -3.00174 -2.34258 -0.115
C -1.22813 -4.14503 -3.07871 -0.077
C -1.42335 -5.37128 -2.45327 0.119
C -1.98405 -6.43352 -3.14700 -0.751
C -2.36504 -6.27788 -4.47206 -0.340
C -2.18084 -5.05437 -5.10068 -0.719
C -1.61148 -3.99662 -4.40839 0.192
C 0.74141 -2.58975 -2.76950 0.102
C 1.51124 -3.47132 -3.55145 -0.615
C 2.76866 -3.09434 -3.97170 -0.486
C 3.26084 -1.84832 -3.61046 -0.800
C 2.45160 -1.04841 -2.82482 -0.084
N 1.23293 -1.38923 -2.42029 -0.173
H -4.94573 -2.57435 0.76298 0.183
H -4.64342 -3.57437 -0.62784 0.233
H -1.14482 -5.48081 -1.41316 0.414
H -2.12989 -7.38380 -2.64892 0.387
H -2.80558 -7.10601 -5.01244 0.391
H -2.48120 -4.92291 -6.13267 0.384
H -1.46418 -3.04142 -4.89897 0.425
H 1.11615 -4.44077 -3.81568 0.414
H 3.36552 -3.76669 -4.57503 0.420
H 4.24012 -1.51232 -3.92151 0.412
H 2.80071 -0.07274 -2.49960 0.206
```

## Properties
M: 564.44 g/mol
Frontier orbital gap: 6.61 eV
Energy above the lowest of the compared OMol25 structures with the same formula, charge and spin: 12.23 kcal/mol
Charge: 0

Number 2 is which compound?
C4HGaLiO5

charge of number 2 (C4HGaLiO5)?
+2

What is the formula in the second record?
C4HGaLiO5

Copy entry 4 word for word.
Here is a molecular structure, C21H27CsN4O4S from OMol25. Energies are from ωB97M-V/def2-TZVPD.

Geometry as XYZ:
```
58
Properties=species:S:1:pos:R:3:mulliken_charge:R:1
Cs 0.05052 -0.22100 -0.03365 1.583
C 3.14339 -0.45795 1.33840 -0.956
C 2.50009 -0.22420 2.70012 -0.433
O 1.10116 -0.43346 2.61078 -0.335
C 0.29053 0.33297 3.48429 -0.877
C -0.10583 1.67912 2.89375 -0.082
O 1.08543 2.41473 2.67133 -0.227
C 0.95288 3.68098 2.07084 -0.670
C 0.42990 3.66221 0.62842 -0.659
O 0.92773 2.61267 -0.17227 -0.260
C 2.30927 2.62881 -0.48475 -0.766
C 3.16075 1.75587 0.42669 -0.533
O 2.69653 0.42414 0.32539 -0.134
H 2.89233 -1.45922 0.98031 0.323
H 4.23346 -0.39814 1.44786 0.360
H 2.71633 0.78423 3.05387 0.334
H 2.93979 -0.93788 3.40842 0.403
H 0.80265 0.49233 4.43911 0.355
H -0.61348 -0.25173 3.66122 0.391
H -0.75376 2.20869 3.60457 0.356
H -0.67048 1.53874 1.96622 -0.011
H 1.95604 4.11071 2.09883 0.349
H 0.29105 4.33345 2.65571 0.440
H 0.65747 4.63772 0.17945 0.397
H -0.65329 3.53512 0.61796 0.337
H 2.70529 3.65077 -0.47042 0.445
H 2.38931 2.24667 -1.50519 0.309
H 3.10520 2.11544 1.45579 0.366
H 4.20682 1.82032 0.09564 0.345
N -4.30216 -2.98653 0.11396 -0.425
C -3.08484 -2.39045 -0.03721 0.349
S -2.70315 -1.20218 1.13371 -0.681
N -2.42532 -2.88376 -1.07456 -0.784
N -1.20443 -2.41732 -1.35884 0.269
C -0.59999 -3.00174 -2.34258 -0.115
C -1.22813 -4.14503 -3.07871 -0.077
C -1.42335 -5.37128 -2.45327 0.119
C -1.98405 -6.43352 -3.14700 -0.751
C -2.36504 -6.27788 -4.47206 -0.340
C -2.18084 -5.05437 -5.10068 -0.719
C -1.61148 -3.99662 -4.40839 0.192
C 0.74141 -2.58975 -2.76950 0.102
C 1.51124 -3.47132 -3.55145 -0.615
C 2.76866 -3.09434 -3.97170 -0.486
C 3.26084 -1.84832 -3.61046 -0.800
C 2.45160 -1.04841 -2.82482 -0.084
N 1.23293 -1.38923 -2.42029 -0.173
H -4.94573 -2.57435 0.76298 0.183
H -4.64342 -3.57437 -0.62784 0.233
H -1.14482 -5.48081 -1.41316 0.414
H -2.12989 -7.38380 -2.64892 0.387
H -2.80558 -7.10601 -5.01244 0.391
H -2.48120 -4.92291 -6.13267 0.384
H -1.46418 -3.04142 -4.89897 0.425
H 1.11615 -4.44077 -3.81568 0.414
H 3.36552 -3.76669 -4.57503 0.420
H 4.24012 -1.51232 -3.92151 0.412
H 2.80071 -0.07274 -2.49960 0.206
```

## Properties
M: 564.44 g/mol
Frontier orbital gap: 6.61 eV
Energy above the lowest of the compared OMol25 structures with the same formula, charge and spin: 12.23 kcal/mol
Charge: 0